Entry 1:
Formula: C14H18IMoN3
Source: the OMol25 dataset
Level of theory: the ωB97M-V functional and the def2-TZVPD basis

Results
Total charge: +2
Spin multiplicity: 3
Energy relative to the best compared isomer or geometry (same formula, charge and spin) in eV: 2.9706
<S²>: 2.053
Kohn-Sham gap (alpha / beta) in eV: 5.93 / 5.89
Lowest unoccupied orbital energy (alpha / beta) in eV: -9.56 / -10.28
Highest occupied orbital energy (alpha / beta) in eV: -15.49 / -16.17
DFT total energy in eV: -29213.795

Each line ends with the natural charge from an NBO analysis.
Positions of all 37 atoms, in Å:
C (2.565, -0.424, -1.375)  -0.93
C (-0.831, -0.769, -3.190)  -0.78
H (3.112, 0.455, -1.731)  0.28
H (2.785, -1.253, -2.078)  0.26
H (2.922, -0.723, -0.377)  0.27
H (-1.584, -1.507, -2.907)  0.25
H (-1.315, 0.014, -3.767)  0.25
H (-0.081, -1.282, -3.841)  0.25
Mo (0.549, -0.350, -1.707)  1.14
C (0.403, -2.369, -1.475)  -0.93
H (-0.395, -2.852, -2.055)  0.28
H (0.217, -2.543, -0.400)  0.28
H (1.374, -2.799, -1.767)  0.29
I (0.825, 2.112, -2.646)  0.21
C (2.619, 0.950, 3.827)  -0.04
C (1.306, 0.473, 3.962)  -0.17
C (0.586, 0.107, 2.831)  -0.20
C (1.134, 0.317, 1.556)  0.29
C (2.389, 0.945, 1.414)  -0.19
C (3.176, 1.142, 2.553)  -0.18
N (0.379, -0.106, 0.449)  -0.32
N (-0.773, -0.738, 0.843)  -0.12
C (-1.849, -0.124, 0.236)  0.28
C (-3.076, 0.006, 0.911)  -0.17
C (-4.052, 0.774, 0.294)  -0.11
C (-3.789, 1.322, -0.976)  -0.18
C (-2.564, 1.082, -1.590)  0.09
N (-1.599, 0.360, -0.998)  -0.43
H (3.206, 1.190, 4.719)  0.26
H (0.832, 0.378, 4.937)  0.26
H (-0.405, -0.341, 2.908)  0.26
H (2.709, 1.225, 0.411)  0.25
H (4.220, 1.456, 2.449)  0.26
H (-3.140, -0.481, 1.883)  0.27
H (-5.004, 0.950, 0.785)  0.27
H (-4.532, 1.919, -1.506)  0.27
H (-2.321, 1.484, -2.583)  0.24

Entry 2:
Formula: C22H51Br2F3N4O7S
Source: the OMol25 dataset
Level of theory: the ωB97M-V functional and the def2-TZVPD basis

Results
Total charge: 0
Kohn-Sham gap in eV: 8.94
Lowest unoccupied orbital energy in eV: 0.05
Highest occupied orbital energy in eV: -8.90
DFT total energy in eV: -203000.948

Each line ends with the Mulliken charge.
Positions of all 90 atoms, in Å:
C (-4.452, -7.532, -2.797)  -0.50
C (-3.169, -7.197, -3.055)  -0.28
O (-2.232, -7.025, -2.034)  -0.19
S (-1.729, -8.428, -1.262)  0.56
O (-2.497, -8.497, -0.043)  -0.50
O (-0.262, -7.916, -0.888)  -0.23
C (-0.191, -6.810, 0.058)  -0.52
C (1.136, -6.124, -0.246)  -0.95
C (1.632, -5.080, 0.765)  0.77
F (2.558, -5.595, 1.607)  -0.26
Br (2.548, -3.682, -0.274)  -0.14
C (0.561, -4.337, 1.602)  0.26
F (-0.433, -3.925, 0.800)  -0.20
F (1.094, -3.234, 2.165)  -0.13
Br (-0.111, -5.386, 3.082)  -0.10
H (-4.719, -8.432, -2.251)  0.23
H (-5.250, -6.904, -3.179)  0.25
H (-2.745, -7.161, -4.053)  0.37
H (-0.257, -7.225, 1.057)  0.22
H (-1.022, -6.139, -0.147)  0.59
H (1.058, -5.633, -1.210)  0.38
H (1.907, -6.894, -0.297)  0.35
C (1.360, -0.844, -2.341)  -1.32
C (2.172, -0.020, -1.348)  0.89
C (1.713, 1.431, -1.197)  -0.68
O (2.075, 2.296, -2.255)  -0.49
C (1.239, 2.244, -3.398)  -0.45
N (3.590, -0.123, -1.706)  -0.65
H (1.624, -0.631, -3.377)  0.34
H (1.560, -1.896, -2.149)  0.09
H (0.288, -0.672, -2.219)  0.34
H (2.043, -0.483, -0.363)  0.19
H (2.201, 1.841, -0.310)  0.09
H (0.628, 1.483, -1.022)  0.43
H (0.194, 2.063, -3.123)  0.27
H (1.575, 1.473, -4.097)  0.19
H (1.310, 3.204, -3.907)  0.14
H (4.144, 0.325, -0.981)  0.27
H (3.743, 0.455, -2.528)  0.33
C (1.399, 2.092, 2.701)  -1.19
C (2.770, 1.426, 2.741)  0.64
C (3.370, 1.343, 4.150)  -0.88
O (3.898, 2.557, 4.646)  -0.41
C (2.951, 3.455, 5.189)  -0.52
N (3.667, 2.096, 1.794)  -0.52
H (1.462, 3.178, 2.778)  0.30
H (0.902, 1.869, 1.756)  0.17
H (0.767, 1.719, 3.508)  0.21
H (2.638, 0.396, 2.394)  0.21
H (4.219, 0.654, 4.116)  0.40
H (2.643, 0.924, 4.859)  0.40
H (2.138, 2.921, 5.693)  0.18
H (2.531, 4.114, 4.426)  0.23
H (3.470, 4.073, 5.921)  0.27
H (4.537, 1.572, 1.742)  0.27
H (3.945, 2.992, 2.185)  0.27
C (-3.692, -1.554, 5.278)  -1.42
C (-2.920, -1.364, 3.976)  0.35
C (-1.414, -1.155, 4.173)  -0.54
O (-1.043, 0.131, 4.633)  -0.22
C (-1.171, 0.342, 6.025)  -0.75
N (-3.539, -0.274, 3.216)  -0.73
H (-3.849, -0.609, 5.797)  0.29
H (-4.676, -1.974, 5.069)  0.36
H (-3.171, -2.236, 5.952)  0.33
H (-3.032, -2.282, 3.390)  0.38
H (-0.929, -1.261, 3.198)  0.17
H (-0.990, -1.929, 4.826)  0.39
H (-0.948, -0.568, 6.591)  0.36
H (-2.168, 0.700, 6.291)  0.26
H (-0.454, 1.114, 6.306)  0.18
H (-3.107, -0.216, 2.298)  0.28
H (-3.287, 0.602, 3.667)  0.32
C (-1.781, 4.473, -5.816)  -1.46
C (-0.941, 5.237, -4.796)  0.59
C (-1.405, 6.681, -4.570)  -0.86
O (-1.062, 7.586, -5.599)  -0.38
C (-1.913, 7.578, -6.728)  -0.64
N (0.467, 5.160, -5.194)  -0.65
H (-1.533, 4.758, -6.839)  0.30
H (-1.593, 3.403, -5.726)  0.33
H (-2.848, 4.643, -5.660)  0.35
H (-1.044, 4.721, -3.836)  0.30
H (-0.903, 7.060, -3.676)  0.36
H (-2.485, 6.720, -4.372)  0.44
H (-2.952, 7.387, -6.444)  0.30
H (-1.598, 6.839, -7.469)  0.22
H (-1.852, 8.564, -7.189)  0.26
H (1.040, 5.569, -4.460)  0.27
H (0.602, 5.782, -5.986)  0.27

Entry 3:
Formula: CH3ClO2S
Source: the OMol25 dataset
Level of theory: the ωB97M-V functional and the def2-TZVPD basis

Results
Total charge: 0
Energy relative to the best compared isomer or geometry (same formula, charge and spin) in eV: 1.9645
Kohn-Sham gap in eV: 9.07
Lowest unoccupied orbital energy in eV: 0.04
Highest occupied orbital energy in eV: -9.03
DFT total energy in eV: -28536.714

Each line ends with the natural charge from an NBO analysis.
Positions of all 8 atoms, in Å:
C (-1.351, 0.258, 0.496)  0.00
O (-0.882, -1.202, -1.399)  -0.97
O (-1.337, 0.973, -0.536)  -0.59
S (-1.123, -1.394, 0.109)  0.83
Cl (4.177, 0.052, 0.178)  -0.25
H (3.179, 0.226, 0.910)  0.25
H (-1.375, 0.764, 1.509)  0.22
H (-1.288, 0.323, -1.265)  0.51

Entry 4:
Formula: C25H33ClINO4PtS4
Source: the OMol25 dataset
Level of theory: the ωB97M-V functional and the def2-TZVPD basis

Results
Total charge: +2
Kohn-Sham gap in eV: 2.22
Lowest unoccupied orbital energy in eV: -10.72
Highest occupied orbital energy in eV: -12.93
DFT total energy in eV: -103303.635

Each line ends with the natural charge from an NBO analysis.
Positions of all 70 atoms, in Å:
C (-2.938, 3.002, -1.879)  -0.66
C (-3.307, 1.386, -1.697)  -0.07
O (-2.257, 0.651, -2.430)  -0.54
C (-1.548, -0.302, -1.561)  0.10
N (-0.460, -0.945, -2.392)  -0.42
C (-0.946, -2.141, -3.180)  0.24
C (-1.489, -1.818, -4.728)  -0.19
C (-2.102, -2.949, -5.749)  -0.10
S (-2.728, -2.516, -7.501)  0.06
C (-2.188, -4.516, -5.179)  -0.15
I (-3.070, -5.982, -6.573)  0.41
C (-1.639, -4.857, -3.663)  -0.25
C (-1.031, -3.692, -2.657)  -0.15
S (-0.405, -4.040, -0.892)  0.57
C (0.908, -2.683, -0.647)  -0.17
C (2.147, -3.031, 0.368)  -0.15
S (2.345, -4.676, 1.258)  0.13
C (3.263, -1.857, 0.631)  -0.03
Cl (4.682, -2.188, 1.818)  0.09
C (3.090, -0.381, -0.135)  0.20
C (4.248, 0.740, 0.243)  -0.50
C (4.047, 1.232, 1.827)  -0.42
C (2.533, 0.977, 2.402)  -0.43
C (2.202, 1.824, 3.801)  -0.42
C (0.816, 1.247, 4.535)  -0.42
C (-0.481, 2.231, 4.338)  -0.41
C (-0.970, 2.284, 2.756)  -0.44
C (-1.551, 0.821, 2.211)  -0.04
O (-2.168, 0.061, 3.319)  -0.56
C (-1.716, -1.339, 3.334)  -0.29
C (1.829, -0.084, -1.192)  -0.34
S (1.802, 1.615, -1.981)  1.90
C (1.668, 2.953, -0.639)  -0.82
O (3.133, 1.799, -2.810)  -0.85
O (0.647, 1.858, -2.983)  -0.86
C (0.687, -1.276, -1.462)  0.25
H (-2.369, 3.062, -2.927)  0.25
H (-2.158, 3.376, -1.081)  0.21
H (-3.884, 3.685, -1.977)  0.25
H (-3.421, 1.059, -0.580)  0.12
H (-4.338, 1.138, -2.235)  0.22
H (-0.991, 0.267, -0.672)  0.21
H (-2.237, -1.167, -1.129)  0.20
H (-1.453, -0.704, -5.136)  0.31
H (-4.092, -2.126, -7.310)  0.20
H (-1.681, -5.971, -3.265)  0.29
H (1.072, -5.303, 1.327)  0.18
H (4.256, 1.677, -0.457)  0.28
H (5.299, 0.187, 0.140)  0.28
H (4.881, 0.754, 2.534)  0.25
H (4.244, 2.405, 1.825)  0.24
H (2.291, -0.168, 2.630)  0.21
H (1.727, 1.326, 1.628)  0.19
H (1.996, 2.969, 3.554)  0.22
H (3.148, 1.690, 4.514)  0.24
H (0.534, 0.169, 4.167)  0.19
H (1.027, 1.165, 5.701)  0.24
H (-0.177, 3.328, 4.622)  0.23
H (-1.409, 1.910, 5.016)  0.25
H (-0.025, 2.654, 2.144)  0.20
H (-1.869, 3.049, 2.582)  0.24
H (-0.717, 0.240, 1.630)  0.18
H (-2.420, 1.029, 1.433)  0.10
H (-0.615, -1.497, 2.944)  0.18
H (-2.453, -2.091, 2.793)  0.19
H (-1.693, -1.667, 4.482)  0.23
H (1.280, 3.957, -1.151)  0.31
H (2.694, 3.160, -0.115)  0.27
H (0.822, 2.583, 0.092)  0.24
Pt (-4.322, 0.445, 1.370)  0.33

Entry 5:
Formula: C6H15NO
Source: the OMol25 dataset
Level of theory: the ωB97M-V functional and the def2-TZVPD basis

Results
Total charge: 0
Energy relative to the best compared isomer or geometry (same formula, charge and spin) in eV: 3.7992
SMILES: CCN1CCCC1.O
Kohn-Sham gap in eV: 9.23
Lowest unoccupied orbital energy in eV: 0.78
Highest occupied orbital energy in eV: -8.45
DFT total energy in eV: -9999.958

Each line ends with the natural charge from an NBO analysis.
Positions of all 23 atoms, in Å:
C (0.988, 1.646, 1.466)  -0.65
C (-0.426, 1.303, 0.655)  -0.23
N (0.000, 1.029, -0.768)  -0.45
C (-1.280, 0.527, -1.491)  -0.25
C (-1.232, -0.953, -1.226)  -0.44
C (0.233, -1.351, -1.535)  -0.44
C (0.960, -0.129, -0.919)  -0.26
H (0.710, 2.304, 2.252)  0.21
H (2.027, 1.800, 0.985)  0.22
H (1.120, 0.562, 1.866)  0.19
H (-0.844, 0.409, 1.217)  0.19
H (-1.030, 2.282, 0.680)  0.20
H (-1.213, 0.717, -2.623)  0.19
H (-2.223, 1.045, -1.220)  0.21
H (-1.959, -1.516, -1.924)  0.21
H (-1.772, -1.279, -0.306)  0.22
H (0.355, -1.481, -2.597)  0.22
H (0.520, -2.261, -0.987)  0.21
H (1.626, 0.416, -1.708)  0.21
H (1.692, -0.252, -0.004)  0.21
O (0.312, -1.493, 2.856)  -0.93
H (1.162, -1.224, 3.086)  0.47
H (0.275, -2.101, 2.245)  0.46

Entry 6:
Formula: C7H7FN2O5
Source: the OMol25 dataset
Level of theory: the ωB97M-V functional and the def2-TZVPD basis

Results
Total charge: 0
Energy relative to the best compared isomer or geometry (same formula, charge and spin) in eV: 0.0000
SMILES: CO[C@@]1([N+](=O)[O-])C=CC=C(F)[C@H]1[N+](=O)[O-]
Kohn-Sham gap in eV: 8.60
Lowest unoccupied orbital energy in eV: -0.68
Highest occupied orbital energy in eV: -9.28
DFT total energy in eV: -23298.770

Each line ends with the natural charge from an NBO analysis.
Positions of all 22 atoms, in Å:
C (-2.192, -1.378, -0.870)  -0.26
O (-1.467, -1.020, 0.293)  -0.50
C (-0.682, 0.080, 0.258)  0.40
N (-1.208, 1.160, -0.627)  0.49
O (-1.927, 1.941, -0.031)  -0.33
O (-0.981, 1.050, -1.823)  -0.36
C (-0.236, 0.638, 1.586)  -0.24
C (0.916, 1.331, 1.715)  -0.15
C (1.909, 1.458, 0.674)  -0.31
C (1.915, 0.622, -0.350)  0.41
F (2.596, 0.819, -1.484)  -0.31
C (0.884, -0.415, -0.623)  -0.22
N (1.293, -1.816, 0.044)  0.54
O (0.762, -2.768, -0.547)  -0.38
O (2.078, -1.772, 0.968)  -0.34
H (-2.513, -2.400, -0.571)  0.23
H (-1.584, -1.239, -1.735)  0.19
H (-2.937, -0.572, -1.019)  0.18
H (-0.801, 0.526, 2.510)  0.24
H (1.022, 1.956, 2.581)  0.23
H (2.560, 2.328, 0.689)  0.24
H (0.589, -0.527, -1.638)  0.26